# C7H19NSi

One molecule with the formula C7H19NSi in a non-equilibrium geometry (ωB97M-V/def2-TZVPD, the Open Molecules 2025 dataset).

Each line ends with the Löwdin charge.
Element x y z (Å)
C: -2.246 -1.320 1.343  -0.06
C: -0.859 -0.669 1.106  -0.67
C: 0.296 -1.622 1.512  -0.05
C: -0.874 0.612 1.930  -0.07
N: -0.764 -0.413 -0.348  -0.07
Si: 0.636 0.497 -1.116  0.51
C: 2.110 -0.624 -1.513  -0.18
C: -0.021 0.899 -2.849  -0.19
C: 1.214 2.115 -0.275  -0.18
H: -3.045 -0.597 1.489  0.08
H: -2.181 -2.005 2.199  0.08
H: -2.451 -1.931 0.479  0.07
H: 1.241 -1.068 1.552  0.07
H: 0.391 -2.399 0.755  0.08
H: 0.176 -2.038 2.515  0.08
H: -1.033 0.334 2.978  0.09
H: 0.102 1.169 1.882  0.06
H: -1.680 1.300 1.667  0.08
H: -1.610 0.093 -0.594  0.07
H: 2.936 -0.046 -1.946  0.03
H: 2.456 -1.088 -0.589  0.01
H: 1.782 -1.354 -2.246  0.03
H: 0.728 1.353 -3.481  0.02
H: -0.930 1.534 -2.706  0.04
H: -0.388 0.023 -3.355  0.02
H: 1.511 1.936 0.757  0.00
H: 0.403 2.830 -0.340  0.03
H: 2.103 2.478 -0.807  0.03

F_max, eV/Å: 2.0
Lowest unoccupied orbital energy, eV: 0.82
Gap between HOMO and LUMO, eV: 9.76
Energy relative to the best compared isomer or geometry (same formula, charge and spin), kcal per mole: 0.00
SMILES string: CC(C)(C)N[Si](C)(C)C
Net charge: 0

***

# C22H35BLiN6O3

C22H35BLiN6O3 as an isolated structure (ωB97M-V/def2-TZVPD, the Open Molecules 2025 dataset).

Each line ends with the Löwdin charge.
Element x y z (Å)
Li: 0.170 1.124 0.118  0.56
C: 0.188 3.326 -2.738  -0.07
C: -0.923 2.333 -3.067  -0.37
C: -1.462 2.563 -4.478  -0.08
C: -0.468 0.908 -2.896  -0.29
C: -0.904 -0.247 -3.574  -0.03
C: -0.199 -1.276 -2.990  -0.09
N: 0.593 -0.760 -2.037  -0.03
N: 0.437 0.583 -1.979  0.09
B: 1.618 -1.565 -1.190  -0.51
N: 2.479 -0.639 -0.316  -0.03
C: 3.802 -0.783 -0.119  -0.08
C: 4.216 0.161 0.794  -0.02
C: 3.040 0.870 1.110  -0.30
N: 2.011 0.374 0.441  0.07
C: 2.856 2.038 2.035  -0.37
C: 3.248 1.671 3.466  -0.07
C: 3.639 3.255 1.543  -0.07
N: 0.865 -2.651 -0.371  -0.03
C: 0.742 -3.943 -0.719  -0.10
C: -0.059 -4.569 0.209  -0.03
C: -0.387 -3.551 1.126  -0.29
N: 0.163 -2.399 0.755  0.13
C: -1.207 -3.668 2.386  -0.37
C: -0.809 -4.928 3.159  -0.08
C: -1.083 -2.439 3.285  -0.07
H: -0.168 4.346 -2.898  0.08
H: 1.058 3.153 -3.377  0.08
H: 0.488 3.237 -1.697  0.05
H: -1.740 2.514 -2.360  0.13
H: -0.680 2.396 -5.224  0.08
H: -1.818 3.590 -4.581  0.07
H: -2.296 1.898 -4.708  0.07
H: -1.624 -0.322 -4.371  0.09
H: -0.201 -2.335 -3.193  0.11
H: 2.363 -2.176 -1.927  0.11
H: 4.349 -1.548 -0.645  0.11
H: 5.214 0.323 1.164  0.09
H: 1.791 2.287 2.021  0.13
H: 4.307 1.402 3.517  0.07
H: 2.666 0.819 3.820  0.08
H: 3.079 2.512 4.142  0.07
H: 4.711 3.040 1.522  0.07
H: 3.477 4.112 2.200  0.07
H: 3.330 3.531 0.534  0.08
H: 1.254 -4.329 -1.586  0.11
H: -0.339 -5.609 0.234  0.09
H: -2.258 -3.779 2.095  0.13
H: 0.237 -4.865 3.465  0.08
H: -0.928 -5.827 2.552  0.06
H: -1.423 -5.039 4.056  0.07
H: -0.048 -2.313 3.608  0.09
H: -1.711 -2.562 4.170  0.08
H: -1.373 -1.523 2.777  0.05
C: -3.297 0.744 1.993  -0.02
C: -2.477 0.825 0.713  -0.52
C: -3.201 0.167 -0.452  0.00
O: -1.210 0.190 0.921  -0.12
C: -2.182 2.322 0.374  -0.66
O: -3.177 3.036 0.213  0.00
O: -0.963 2.648 0.271  -0.10
H: -3.537 -0.298 2.226  0.08
H: -4.218 1.311 1.872  0.08
H: -2.732 1.166 2.826  0.09
H: -3.439 -0.875 -0.211  0.09
H: -2.579 0.179 -1.351  0.07
H: -4.126 0.705 -0.653  0.09
H: -1.218 -0.773 0.814  0.06

F_max, eV/Å: 0.5
Lowest unoccupied orbital energy, eV: 2.78
Gap between HOMO and LUMO, eV: 8.31
Energy relative to the best compared isomer or geometry (same formula, charge and spin), kcal per mole: 6.18
Net charge: -1

***

# C3H8NS

A 2-piece molecular cluster, C3H8NS overall in a non-equilibrium geometry (ωB97M-V/def2-TZVPD, the Open Molecules 2025 dataset).

Each line ends with the Löwdin charge.
Element x y z (Å)
C: -1.676 -0.495 -0.128  0.05
C: -0.466 -0.929 -0.407  -0.22
C: 0.810 -0.153 -0.152  -0.77
N: 0.644 0.961 0.805  0.08
S: 2.232 -0.995 0.386  0.86
H: -2.551 -1.034 -0.682  0.14
H: -1.797 0.393 0.424  0.04
H: -0.213 -1.723 -1.014  0.07
H: 1.026 0.859 -1.738  0.26
H: -0.274 1.376 0.595  0.14
H: 1.496 1.597 0.979  0.21
H: 0.511 0.539 1.732  0.16
H: 1.672 -2.103 -0.329  -0.02

F_max, eV/Å: 3.6
Lowest unoccupied orbital energy (alpha / beta), eV: -5.02 / -5.02
Gap between HOMO and LUMO (alpha / beta), eV: 8.61 / 8.61
Energy relative to the best compared isomer or geometry (same formula, charge and spin), kcal per mole: 96.49
Net charge: +1

***

# C3H17N2O4

A 5-piece molecular cluster, C3H17N2O4 overall in a non-equilibrium geometry (ωB97M-V/def2-TZVPD, the Open Molecules 2025 dataset).

Each line ends with the Löwdin charge.
Element x y z (Å)
C: 2.623 -1.562 -1.355  -0.05
C: 1.531 -0.859 -0.573  -0.40
C: 0.561 -0.063 -1.147  -0.16
N: -0.614 0.460 -0.455  0.08
N: 1.511 -1.200 0.751  0.12
H: 2.295 -2.306 -1.886  0.01
H: 3.561 -1.770 -0.728  0.11
H: 3.176 -0.971 -2.129  0.09
H: 0.672 0.239 -2.189  0.11
H: -1.498 0.176 -1.079  0.17
H: -0.643 1.474 -0.378  0.05
H: -0.695 0.107 0.549  0.11
H: 1.970 -2.002 1.113  0.09
H: 0.881 -0.735 1.292  0.00
H: -2.668 -2.222 2.555  -0.02
H: -1.842 -2.987 1.486  0.08
O: -2.064 -1.985 1.870  -0.24
H: -2.990 -0.676 0.683  -0.01
H: -4.152 0.102 0.091  0.03
O: -3.214 0.169 0.251  -0.13
H: -1.035 4.267 -1.440  0.09
H: 0.341 3.608 -1.120  0.07
O: -0.665 3.422 -0.945  -0.18
H: 0.601 2.106 2.295  0.14
H: 1.630 1.575 1.144  -0.02
O: 0.730 1.633 1.343  -0.14

Expectation value of S²: 0.75
F_max, eV/Å: 7.0
Lowest unoccupied orbital energy (alpha / beta), eV: 0.37 / 0.29
Spin multiplicity: 2
Gap between HOMO and LUMO (alpha / beta), eV: 2.74 / 8.74
Energy relative to the best compared isomer or geometry (same formula, charge and spin), kcal per mole: 71.73
Net charge: 0

***

# C58H139N9O15

A 9-piece molecular cluster, C58H139N9O15 overall in a non-equilibrium geometry (ωB97M-V/def2-TZVPD, the Open Molecules 2025 dataset).

Each line ends with the Löwdin charge.
Element x y z (Å)
C: -2.229 -5.786 3.699  -0.05
C: -3.320 -5.268 4.648  -0.44
C: -3.859 -6.374 5.542  -0.15
O: -4.689 -7.336 4.774  -0.16
C: -5.511 -8.029 5.638  -0.19
N: -2.653 -4.262 5.466  0.04
H: -1.700 -5.059 3.083  0.06
H: -2.680 -6.542 3.055  0.08
H: -1.417 -6.245 4.263  0.08
H: -4.065 -4.704 4.087  0.12
H: -4.482 -5.946 6.327  0.11
H: -3.015 -6.800 6.086  0.12
H: -6.377 -7.451 5.960  0.07
H: -5.200 -8.374 6.624  0.08
H: -6.053 -8.860 5.187  0.08
H: -3.279 -3.476 5.565  0.06
H: -2.012 -3.880 4.786  0.05
C: 5.664 5.074 -7.260  -0.09
O: 4.946 3.921 -6.773  -0.24
C: 5.206 2.730 -7.610  -0.16
C: 4.332 1.495 -7.034  -0.20
N: 4.951 1.175 -5.723  -0.04
C: 4.109 0.157 -5.158  -0.24
C: 4.487 -0.304 -3.767  -0.19
O: 4.380 0.618 -2.645  -0.18
C: 3.117 1.140 -2.426  -0.15
H: 6.676 4.681 -7.358  0.08
H: 5.490 5.746 -6.421  0.08
H: 5.294 5.477 -8.203  0.08
H: 6.237 2.395 -7.501  0.11
H: 4.943 3.008 -8.630  0.08
H: 4.409 0.701 -7.777  0.11
H: 3.335 1.927 -6.944  0.11
H: 5.000 2.084 -5.286  0.10
H: 3.909 -0.608 -5.908  0.13
H: 3.204 0.667 -4.829  0.09
H: 5.527 -0.630 -3.767  0.12
H: 3.861 -1.187 -3.637  0.11
H: 3.079 1.669 -1.474  0.08
H: 2.376 0.342 -2.386  0.08
H: 2.913 1.902 -3.178  0.08
C: 0.532 -1.482 -4.733  -0.15
O: 1.375 -1.229 -5.850  -0.22
C: 0.822 -0.309 -6.815  -0.20
C: 1.595 -0.497 -8.088  -0.21
N: 0.919 -0.139 -9.330  -0.09
C: 0.612 1.251 -9.514  -0.20
C: 1.904 1.937 -10.035  -0.24
O: 1.782 3.293 -10.350  -0.17
C: 3.102 3.895 -10.469  -0.09
H: -0.114 -2.343 -4.908  0.06
H: -0.156 -0.706 -4.398  0.07
H: 1.064 -1.890 -3.874  0.06
H: 1.140 0.658 -6.425  0.11
H: -0.257 -0.423 -6.918  0.11
H: 1.920 -1.488 -8.404  0.13
H: 2.559 0.001 -7.983  0.07
H: 0.253 -0.809 -9.686  0.11
H: 0.317 1.657 -8.546  0.11
H: -0.175 1.428 -10.247  0.12
H: 2.270 1.391 -10.905  0.12
H: 2.640 1.735 -9.257  0.09
H: 3.215 4.281 -9.456  0.07
H: 2.978 4.831 -11.015  0.08
H: 4.045 3.417 -10.735  0.09
C: -4.665 -1.588 -3.097  -0.17
O: -5.151 -0.697 -2.157  -0.21
C: -6.513 -0.555 -2.166  -0.26
C: -6.933 0.866 -1.686  -0.20
N: -6.804 0.921 -0.223  -0.05
C: -6.923 2.298 0.264  -0.24
C: -6.943 2.329 1.765  -0.16
O: -6.521 3.713 2.065  -0.23
C: -5.182 4.097 1.873  -0.14
H: -5.120 -1.533 -4.086  0.07
H: -4.845 -2.581 -2.687  0.09
H: -3.608 -1.341 -3.195  0.07
H: -7.008 -1.239 -1.476  0.12
H: -6.917 -0.773 -3.154  0.11
H: -7.917 1.176 -2.038  0.11
H: -6.288 1.628 -2.122  0.10
H: -5.890 0.590 0.049  0.10
H: -7.902 2.724 0.047  0.12
H: -6.213 2.993 -0.184  0.10
H: -6.254 1.650 2.268  0.09
H: -7.900 2.160 2.258  0.12
H: -4.546 3.467 2.495  0.08
H: -4.998 5.094 2.274  0.08
H: -4.968 4.077 0.805  0.06
C: 6.901 -6.923 8.347  -0.13
O: 6.272 -7.045 7.086  -0.20
C: 6.730 -6.090 6.140  -0.20
C: 6.034 -6.393 4.806  -0.22
N: 4.915 -5.480 4.619  -0.07
C: 4.474 -5.598 3.218  -0.20
C: 2.998 -5.025 3.063  -0.19
O: 2.258 -5.314 1.880  -0.18
C: 2.549 -4.649 0.709  -0.15
H: 6.170 -7.218 9.100  0.09
H: 7.178 -5.918 8.667  0.08
H: 7.872 -7.414 8.402  0.08
H: 7.774 -6.376 6.012  0.12
H: 6.464 -5.094 6.494  0.12
H: 5.717 -7.417 4.607  0.12
H: 6.795 -6.338 4.028  0.11
H: 4.199 -5.552 5.327  0.11
H: 4.382 -6.647 2.937  0.11
H: 5.092 -5.048 2.508  0.11
H: 3.095 -3.962 3.284  0.11
H: 2.473 -5.417 3.933  0.11
H: 3.479 -5.027 0.286  0.08
H: 2.766 -3.593 0.873  0.08
H: 1.739 -4.575 -0.017  0.08
C: -2.664 3.621 -3.627  -0.14
O: -1.413 4.126 -4.181  -0.23
C: -1.652 5.060 -5.225  -0.22
C: -0.189 5.358 -5.787  -0.20
N: 0.442 6.609 -5.309  -0.06
C: 1.658 6.871 -6.193  -0.17
C: 2.147 8.342 -6.034  -0.21
O: 3.521 8.363 -5.660  -0.22
C: 3.723 7.984 -4.314  -0.12
H: -3.048 4.476 -3.070  0.07
H: -2.479 2.961 -2.780  0.07
H: -3.431 3.233 -4.297  0.07
H: -2.187 5.960 -4.924  0.11
H: -2.347 4.510 -5.860  0.10
H: -0.149 5.263 -6.872  0.10
H: 0.421 4.473 -5.607  0.10
H: 0.616 6.596 -4.314  0.10
H: 1.244 6.903 -7.201  0.10
H: 2.393 6.066 -6.183  0.11
H: 1.542 8.872 -5.298  0.10
H: 2.028 9.093 -6.815  0.12
H: 4.795 8.047 -4.129  0.09
H: 3.519 6.921 -4.183  0.07
H: 3.083 8.572 -3.656  0.09
C: -4.332 -0.560 3.845  -0.07
O: -5.134 -1.590 4.425  -0.25
C: -6.084 -2.212 3.557  -0.18
C: -6.764 -3.534 4.068  -0.18
N: -6.963 -3.583 5.497  -0.08
C: -8.314 -3.802 5.966  -0.18
C: -9.303 -2.590 5.598  -0.22
O: -9.707 -2.721 4.274  -0.19
C: -10.650 -1.767 3.870  -0.13
H: -3.630 -1.174 3.280  0.08
H: -3.944 -0.033 4.716  0.09
H: -5.003 0.070 3.261  0.06
H: -5.484 -2.535 2.706  0.11
H: -6.799 -1.495 3.153  0.12
H: -6.266 -4.478 3.849  0.10
H: -7.778 -3.550 3.667  0.10
H: -6.638 -2.686 5.827  0.09
H: -8.359 -3.646 7.044  0.10
H: -8.697 -4.802 5.763  0.12
H: -8.788 -1.683 5.915  0.12
H: -10.181 -2.705 6.234  0.11
H: -11.530 -1.816 4.511  0.08
H: -10.988 -1.956 2.851  0.09
H: -10.449 -0.698 3.801  0.08
C: 5.986 3.964 5.517  -0.03
C: 4.733 3.157 5.969  -0.49
C: 3.449 3.633 5.104  -0.09
C: 3.657 3.261 3.530  -0.16
C: 3.769 1.694 3.451  -0.15
C: 4.788 1.026 4.449  -0.41
N: 4.842 1.700 5.820  -0.15
O: 5.680 1.119 6.687  -0.01
C: 4.579 -0.480 4.447  -0.04
C: 6.151 1.376 3.708  -0.05
C: 4.392 3.569 7.397  -0.05
H: 6.128 4.874 6.100  0.07
H: 5.904 4.282 4.477  0.06
H: 6.819 3.283 5.690  0.08
H: 2.493 3.125 5.224  0.11
H: 3.446 4.716 4.987  0.10
H: 4.527 3.713 3.055  0.08
H: 2.702 3.496 3.059  0.09
H: 4.016 1.502 2.407  0.11
H: 2.827 1.147 3.504  0.09
H: 3.570 -0.798 4.709  0.07
H: 4.768 -1.017 3.517  0.09
H: 4.986 -0.887 5.372  0.07
H: 6.297 2.397 3.354  0.06
H: 7.006 1.098 4.324  0.07
H: 6.361 0.669 2.906  0.07
H: 4.159 4.634 7.383  0.09
H: 5.190 3.200 8.041  0.08
H: 3.512 2.968 7.626  0.08
H: 5.108 0.693 7.330  0.11
C: 0.607 1.523 0.251  -0.05
C: -0.448 0.896 1.066  -0.49
C: -1.840 1.214 0.516  -0.13
C: -2.418 0.299 -0.566  -0.17
C: -2.245 -1.178 -0.203  -0.14
C: -0.796 -1.540 0.176  -0.46
N: -0.209 -0.565 1.116  -0.12
O: 1.049 -0.917 1.645  -0.02
C: -0.980 -2.912 0.919  -0.04
C: 0.030 -1.756 -1.090  -0.04
C: -0.444 1.289 2.596  -0.03
H: 0.263 2.547 0.105  0.08
H: 0.691 1.155 -0.772  0.07
H: 1.564 1.504 0.772  0.08
H: -2.532 1.320 1.351  0.10
H: -1.901 2.213 0.083  0.10
H: -1.806 0.441 -1.456  0.10
H: -3.459 0.524 -0.799  0.09
H: -2.422 -1.657 -1.166  0.10
H: -2.984 -1.595 0.481  0.11
H: -0.131 -3.592 0.980  0.05
H: -1.484 -2.914 1.886  0.06
H: -1.570 -3.493 0.210  0.08
H: 0.099 -2.739 -1.556  0.08
H: -0.233 -1.012 -1.842  0.05
H: 1.035 -1.351 -0.968  0.07
H: -1.280 0.785 3.082  0.06
H: -0.591 2.349 2.804  0.07
H: 0.383 0.879 3.176  0.05
H: 0.859 -1.184 2.547  0.09

Expectation value of S²: 0.75
F_max, eV/Å: 4.6
Lowest unoccupied orbital energy (alpha / beta), eV: 1.93 / 1.89
Spin multiplicity: 2
Gap between HOMO and LUMO (alpha / beta), eV: 1.39 / 7.96
Net charge: -1

***

# C21H44F3O10PS

A 4-piece molecular cluster, C21H44F3O10PS overall in a non-equilibrium geometry (ωB97M-V/def2-TZVPD, the Open Molecules 2025 dataset).

Each line ends with the Löwdin charge.
Element x y z (Å)
C: 3.260 1.863 1.988  -0.27
P: 3.358 2.266 0.084  1.03
O: 1.886 3.150 -0.371  -0.34
C: 3.496 0.622 -0.924  -0.36
C: 4.381 1.132 -2.222  -0.20
F: 5.522 1.940 -1.651  -0.03
F: 3.542 2.127 -2.968  0.00
F: 4.917 0.041 -3.067  0.04
O: 4.478 -0.159 -0.150  -0.03
C: 3.708 -1.334 0.292  -0.25
O: 3.887 -2.012 1.435  0.05
O: 2.758 -1.629 -0.798  -0.04
C: 2.162 -0.298 -1.156  -0.30
C: 1.760 -0.597 -2.752  -0.02
C: 0.914 -0.230 -0.080  -0.08
C: -0.423 0.239 -0.936  -0.22
C: -1.689 0.712 -0.006  -0.19
S: -2.477 2.192 -0.900  0.82
O: -3.828 2.544 -0.194  -0.36
O: -2.710 1.886 -2.409  -0.36
O: -1.366 3.510 -0.685  -0.21
H: 3.812 0.870 2.271  0.06
H: 2.135 1.889 2.307  0.04
H: 3.826 2.749 2.553  0.07
H: 1.096 2.535 -0.373  0.01
H: 1.507 0.426 -3.311  0.11
H: 0.854 -1.371 -2.838  0.11
H: 2.654 -1.128 -3.339  0.12
H: 0.671 -1.299 0.362  0.16
H: 1.136 0.464 0.847  0.11
H: -0.109 1.135 -1.624  0.10
H: -0.775 -0.708 -1.552  0.13
H: -1.409 0.940 1.113  0.13
H: -2.519 -0.144 -0.047  0.14
H: -0.676 3.337 -1.396  0.08
C: 7.230 -6.800 1.165  -0.08
C: 7.933 -5.610 1.795  -0.28
O: 8.602 -4.780 0.849  -0.16
C: 7.790 -4.165 -0.146  -0.27
C: 6.737 -3.230 0.426  -0.09
H: 7.923 -7.372 0.540  0.08
H: 6.825 -7.458 1.939  0.08
H: 6.400 -6.484 0.528  0.06
H: 8.702 -5.982 2.481  0.12
H: 7.241 -5.015 2.399  0.11
H: 7.334 -4.925 -0.789  0.11
H: 8.464 -3.584 -0.782  0.12
H: 5.989 -3.776 1.007  0.06
H: 6.217 -2.702 -0.379  0.07
H: 7.197 -2.494 1.094  0.09
C: -4.022 4.258 2.524  -0.09
C: -5.194 3.464 3.078  -0.27
O: -5.157 3.312 4.495  -0.17
C: -5.205 4.509 5.265  -0.28
C: -6.477 5.313 5.054  -0.09
H: -3.073 3.833 2.864  0.08
H: -4.042 4.254 1.431  0.05
H: -4.052 5.299 2.856  0.07
H: -5.161 2.454 2.657  0.12
H: -6.149 3.899 2.767  0.11
H: -4.317 5.119 5.077  0.10
H: -5.155 4.204 6.316  0.12
H: -6.536 5.710 4.036  0.07
H: -6.514 6.159 5.746  0.08
H: -7.361 4.686 5.212  0.08
C: -5.447 0.335 -2.367  -0.08
C: -4.433 -0.525 -3.101  -0.28
O: -4.496 -1.904 -2.747  -0.17
C: -5.722 -2.576 -3.020  -0.28
C: -6.085 -2.598 -4.495  -0.08
H: -5.368 0.188 -1.286  0.08
H: -5.286 1.393 -2.594  0.07
H: -6.470 0.083 -2.658  0.07
H: -3.427 -0.182 -2.835  0.08
H: -4.523 -0.407 -4.186  0.11
H: -6.532 -2.148 -2.421  0.11
H: -5.594 -3.607 -2.676  0.12
H: -6.302 -1.594 -4.870  0.07
H: -6.971 -3.217 -4.662  0.08
H: -5.256 -2.997 -5.090  0.08

F_max, eV/Å: 9.7
Lowest unoccupied orbital energy, eV: -0.43
Gap between HOMO and LUMO, eV: 8.95
SMILES string: CP(O)[C@@]1(C(F)(F)F)OC(=O)O[C@@]1(C)CCCS(=O)(=O)O.CCOCC.CCOCC.CCOCC
Net charge: 0